# 1
C2H13NO3 | wB97M-V/def2-TZVPD

Structure (ORCA input):
```
! RIJCOSX wB97M-V def2-TZVPD def2/J DEFGRID3
* xyz 0 1
H 0.19 2.17 1.07
H 1.04 2.09 -0.47
C 0.29 1.61 0.14
H 1.69 -1.43 1.85
H -2.98 0.97 -0.29
O -0.73 -0.89 -2.07
H -0.47 0.00 -1.75
H -0.42 -0.94 -2.97
H 0.64 0.62 0.41
O 2.24 -0.78 2.33
C -2.03 1.05 0.23
H 0.18 -1.77 -0.66
H -2.23 1.67 1.12
H -1.79 0.05 0.62
H -1.19 2.42 -1.01
H 1.64 -0.27 2.87
O 0.83 -2.00 0.02
N -0.97 1.52 -0.60
H 1.53 -2.42 -0.49
*
```

Calculated values
* total energy: -364.461041 Ha
* frontier orbital gap: 10.15 eV
* HOMO level: -9.41 eV
* ΔE to the lowest compared entry with this formula, charge and spin: 16.6 kcal per mole
* structure (SMILES): CNC.O.O.O

=====

# 2
CH8NaO7 | wB97M-V/def2-TZVPD

Structure (ORCA input):
```
! RIJCOSX wB97M-V def2-TZVPD def2/J DEFGRID3
* xyz -1 1
H -1.37 -3.33 -3.97
O -6.94 -8.49 -3.17
H -7.20 -8.94 -3.97
H -6.69 -9.19 -2.57
Na -6.43 -3.98 -2.58
O -2.20 -3.29 -4.45
H -3.71 -5.22 1.25
O -7.02 -1.84 -6.58
H -3.00 -3.99 0.74
H -10.15 -1.90 0.44
O -3.79 -4.51 0.61
O -9.09 -2.04 -6.26
C -8.00 -2.54 -6.66
O -9.50 -2.26 -0.16
H -8.97 -1.51 -0.42
H -2.63 -2.51 -4.11
O -7.84 -3.75 -6.89
*
```

Calculated values
* total energy: -731.783344 Ha
* frontier orbital gap: 2.45 eV
* HOMO level: -1.11 eV
* ΔE to the lowest compared entry with this formula, charge and spin: 109.9 kcal per mole

=====

# 3
C3H11O | wB97M-V/def2-TZVPD

Structure (ORCA input):
```
! RIJCOSX wB97M-V def2-TZVPD def2/J DEFGRID3
* xyz 1 1
H 1.13 1.23 -2.00
H 0.67 1.22 1.07
H -0.14 2.00 -1.18
H -2.07 -1.47 0.38
H -0.56 -0.60 -0.49
O -2.38 -1.90 1.20
H -1.86 -2.71 1.42
H 2.13 0.82 0.28
H -2.59 -1.28 1.92
H 0.78 -1.23 0.59
C 0.95 1.80 -1.09
H 0.96 -0.91 -1.13
C 1.05 0.82 0.13
C 0.50 -0.54 -0.21
H 1.44 2.74 -0.89
*
```

Calculated values
* total energy: -195.793604 Ha
* frontier orbital gap: 9.10 eV
* HOMO level: -14.31 eV
* ΔE to the lowest compared entry with this formula, charge and spin: 14.3 kcal per mole

=====

# 4
C2H6ClNOS | wB97M-V/def2-TZVPD

Structure (ORCA input):
```
! RIJCOSX wB97M-V def2-TZVPD def2/J DEFGRID3
* xyz 0 1
H 2.91 2.12 1.10
O 2.37 -0.97 -0.39
H -0.18 -1.73 0.41
S 2.10 0.41 -0.34
C -0.42 0.36 0.34
N 2.85 1.05 1.02
H -0.46 0.74 1.34
H 3.61 0.44 1.52
C -0.91 -1.02 0.27
H -1.70 -1.40 1.01
Cl -1.32 1.57 -0.60
H -1.36 -1.19 -0.65
*
```

Calculated values
* total energy: -1068.059750 Ha
* frontier orbital gap (alpha / beta): 7.68 / 7.96 eV
* HOMO level (alpha / beta): -7.71 / -7.96 eV
* ΔE to the lowest compared entry with this formula, charge and spin: 53.0 kcal per mole

=====

# 5
C14H15F6N5O6S3TeZn | wB97M-V/def2-TZVPD

Structure (ORCA input):
```
! RIJCOSX wB97M-V def2-TZVPD def2/J DEFGRID3
* xyz 0 1
Te -1.82 0.78 -3.30
C 3.24 -1.78 1.26
S -3.79 2.05 1.15
H 5.31 -2.37 -1.95
O -1.01 0.80 1.93
C 4.73 -2.19 -1.05
F -5.29 0.46 -0.30
C 4.60 -2.00 1.35
O -2.89 2.18 -0.02
C 2.63 2.29 1.25
N 6.73 -2.42 0.29
H 7.19 -2.16 1.14
C -2.40 -1.34 2.96
H 0.25 4.28 -0.04
H 2.65 -1.62 2.15
F -1.52 -2.30 2.89
O 0.32 -1.60 1.20
C 3.37 -1.98 -1.13
S 0.90 -1.46 -0.11
N -3.50 0.78 2.01
H 7.28 -2.28 -0.54
C -5.40 1.61 0.36
N 2.29 1.13 0.72
H 2.25 4.41 1.48
H 2.87 -2.00 -2.09
N 0.69 0.05 -0.68
H 3.49 2.27 1.91
F -6.34 1.50 1.28
Zn -1.22 1.03 -0.73
C 2.63 -1.77 0.02
H -4.31 0.05 -2.66
H -2.06 -1.73 -4.20
C 1.95 3.48 1.02
S -2.17 -0.01 1.68
F -2.33 -0.75 4.15
F -3.62 -1.85 2.80
H -4.33 0.87 -4.26
H -4.22 1.82 -2.75
C 0.86 3.41 0.19
C 1.21 1.15 -0.07
H -0.63 -1.59 -3.12
F -5.74 2.57 -0.50
C -1.68 -1.34 -3.27
N 0.49 2.26 -0.37
H -2.24 -1.71 -2.42
H 5.09 -2.02 2.32
C 5.37 -2.19 0.20
O -4.04 3.24 1.88
O 0.39 -2.31 -1.16
O -2.27 -0.60 0.34
C -3.94 0.89 -3.24
*
```

Calculated values
* total energy: -5108.839748 Ha
* frontier orbital gap: 8.25 eV
* HOMO level: -8.17 eV
* ΔE to the lowest compared entry with this formula, charge and spin: 5.4 kcal per mole

=====

# 6
C3H3Cl2F3 | wB97M-V/def2-TZVPD

Structure (ORCA input):
```
! RIJCOSX wB97M-V def2-TZVPD def2/J DEFGRID3
* xyz 0 1
H -0.87 -0.60 -0.99
F 0.99 -0.78 -1.34
F -0.76 0.97 1.06
C -0.01 -0.67 -0.40
Cl -4.11 0.58 -0.57
C -3.21 -0.89 -0.59
H 0.97 1.03 -0.05
C 0.40 0.38 0.57
F -0.11 -1.88 0.27
H 0.85 0.02 1.49
Cl -3.95 -2.12 0.32
*
```

Calculated values
* total energy: -1335.970660 Ha
* frontier orbital gap: 8.58 eV
* HOMO level: -9.81 eV
* ΔE to the lowest compared entry with this formula, charge and spin: 93.9 kcal per mole